Entry 1:
Below is C40H39BBrIN9RhS as an isolated structure, with properties calculated with wB97M-V/def2-TZVPD.

Last column: Löwdin charge in e.
Positions of all 93 atoms, in Å:
Rh: -0.05 0.19 0.07  0.90
C: 2.49 -4.17 -2.08  0.00
C: 1.88 -2.82 -2.14  -0.25
C: 1.97 -1.87 -3.15  0.05
C: 1.15 -0.82 -2.73  -0.25
N: 0.64 -1.09 -1.53  -0.03
N: 1.07 -2.33 -1.17  0.03
B: 0.59 -2.97 0.13  -0.48
N: -1.01 -2.82 0.16  0.08
N: -1.60 -1.67 0.07  0.09
C: -2.97 -1.90 0.03  -0.14
C: -3.18 -3.30 0.15  0.08
C: -1.95 -3.87 0.21  -0.19
C: -1.53 -5.29 0.30  0.01
C: -3.91 -0.87 -0.19  -0.12
C: -3.52 0.43 -0.62  -0.01
C: -4.47 1.38 -0.91  -0.05
C: -5.83 1.08 -0.77  0.00
C: -6.23 -0.18 -0.33  -0.02
C: -5.30 -1.15 -0.05  0.02
N: 1.12 -2.29 1.39  0.03
N: 0.67 -1.05 1.74  0.00
C: 1.21 -0.76 2.92  -0.24
C: 2.02 -1.82 3.35  0.06
C: 1.93 -2.77 2.35  -0.24
C: 2.56 -4.12 2.27  0.00
C: 0.94 0.51 3.60  -0.18
C: 1.85 1.01 4.53  -0.02
C: 1.63 2.22 5.16  -0.06
C: 0.49 2.96 4.86  -0.06
C: -0.43 2.47 3.95  -0.08
C: -0.21 1.24 3.33  -0.09
C: 0.81 0.44 -3.41  -0.18
C: 1.75 1.12 -4.17  -0.01
C: 1.40 2.29 -4.83  -0.05
C: 0.10 2.78 -4.74  -0.07
C: -0.85 2.09 -3.99  -0.10
C: -0.49 0.93 -3.33  -0.09
H: 3.26 -4.26 -2.85  0.09
H: 2.96 -4.36 -1.11  0.07
H: 1.76 -4.95 -2.25  0.09
H: 2.49 -1.97 -4.08  0.13
H: 0.86 -4.12 0.15  0.11
H: -4.12 -3.83 0.14  0.13
H: -2.41 -5.92 0.32  0.10
H: -0.91 -5.57 -0.55  0.10
H: -0.94 -5.46 1.21  0.10
H: -2.47 0.67 -0.76  0.05
H: -4.17 2.36 -1.27  0.11
H: -6.57 1.83 -1.00  0.13
H: -7.29 -0.40 -0.21  0.13
H: -5.61 -2.12 0.29  0.12
H: 2.56 -1.91 4.27  0.12
H: 3.21 -4.27 3.13  0.09
H: 1.82 -4.91 2.27  0.09
H: 3.16 -4.22 1.37  0.08
H: 2.75 0.45 4.75  0.12
H: 2.34 2.59 5.88  0.12
H: 0.32 3.91 5.35  0.11
H: -1.33 3.03 3.74  0.10
H: -0.97 0.83 2.67  0.08
H: 2.76 0.74 -4.25  0.11
H: 2.13 2.82 -5.42  0.11
H: -0.17 3.69 -5.26  0.11
H: -1.87 2.45 -3.95  0.10
H: -1.26 0.34 -2.82  0.09
C: 5.70 -0.23 -2.14  -0.08
C: 5.22 -0.81 -0.82  -0.23
C: 4.21 0.08 -0.17  -0.59
N: 2.95 -0.01 -0.38  0.04
N: 2.21 0.96 0.26  -0.10
C: 2.97 1.76 0.98  -0.72
N: 2.53 2.79 1.73  0.10
S: 4.64 1.38 0.89  1.16
H: 6.45 -0.88 -2.59  0.08
H: 6.15 0.75 -2.00  0.08
H: 4.87 -0.12 -2.84  0.06
H: 6.05 -0.98 -0.14  0.11
H: 4.73 -1.78 -0.98  0.11
H: 1.56 2.82 2.02  0.02
H: 3.18 3.30 2.30  0.11
Br: -1.76 5.49 -2.11  0.79
C: -2.73 4.71 -0.70  -0.75
C: -4.02 5.18 -0.45  -0.11
C: -4.76 4.67 0.60  -0.05
C: -4.23 3.67 1.41  -0.07
C: -2.96 3.19 1.17  -0.18
C: -2.22 3.71 0.11  -0.70
I: -0.28 2.99 -0.16  1.22
H: -4.42 5.97 -1.07  0.11
H: -5.75 5.06 0.79  0.12
H: -4.81 3.28 2.24  0.12
H: -2.53 2.42 1.80  0.08

Summary:
gap between HOMO and LUMO (spin up / spin down)	0.287 / 0.169	Eh
highest occupied orbital energy (spin up / spin down)	-13.189 / -13.207	eV
LUMO level (spin up / spin down)	-5.3800 / -8.6096	eV
multiplicity	5
ΔE to the lowest compared entry with this formula, charge and spin	3.5	kcal/mol
DFT total energy	-5445.3196	hartree
expectation value of S²	6.04
total charge	+2

Entry 2:
Below is C40H39BrN4O2V as an isolated structure, with properties calculated with wB97M-V/def2-TZVPD.

Last column: Löwdin charge in e.
Positions of all 87 atoms, in Å:
V: 1.24 -0.32 0.56  0.41
Br: 2.06 -2.53 0.84  0.21
C: 3.37 -0.80 -1.71  -0.18
C: 4.41 -1.62 -2.03  -0.05
C: 5.72 -1.37 -1.55  -0.06
C: 5.98 -0.21 -0.89  -0.03
C: 4.93 0.67 -0.54  -0.16
C: 5.19 1.94 0.03  -0.04
C: 4.16 2.80 0.32  -0.08
C: 2.83 2.33 0.26  -0.11
C: 2.52 1.06 -0.19  -0.17
C: 3.58 0.30 -0.80  -0.16
H: 4.27 -2.45 -2.70  0.10
H: 6.52 -2.06 -1.80  0.11
H: 7.00 0.07 -0.64  0.11
H: 6.22 2.23 0.20  0.11
H: 4.37 3.79 0.68  0.10
H: 2.04 2.96 0.65  0.08
O: -5.32 0.00 -0.94  0.10
N: -4.89 -0.30 -2.03  -0.32
O: -5.41 -1.12 -2.78  0.09
C: -3.56 0.30 -2.50  -0.25
C: -2.01 -1.53 -3.66  -0.20
C: -0.51 -1.30 -3.71  -0.09
C: 0.57 -2.27 -3.92  0.00
C: 1.77 -2.09 -3.35  0.01
C: 2.13 -0.81 -2.61  -0.18
N: 0.87 -0.29 -2.08  0.03
C: -0.22 -0.23 -2.98  -0.09
C: -1.75 1.42 -1.47  -0.17
N: -1.03 2.36 -0.87  0.16
C: -1.72 3.42 -0.43  -0.11
C: -3.09 3.56 -0.57  -0.04
C: -3.81 2.57 -1.21  0.01
C: -3.11 1.47 -1.67  -0.11
H: -2.48 -1.03 -4.50  0.12
H: 0.36 -3.20 -4.43  0.11
H: 2.53 -2.85 -3.44  0.10
H: 2.38 -0.08 -3.38  0.18
H: -1.13 4.18 0.08  0.11
H: -3.59 4.43 -0.17  0.11
H: -4.89 2.65 -1.33  0.12
C: -2.40 -3.00 -3.78  -0.05
C: -2.43 -0.80 -2.30  -0.22
C: -3.76 0.80 -3.94  0.01
C: -2.78 -1.77 -1.18  0.00
C: -1.19 0.08 -1.89  -0.13
C: 0.09 -0.30 -0.98  -0.01
H: -3.49 -3.12 -3.71  0.08
H: -1.93 -3.62 -3.00  0.09
H: -2.09 -3.39 -4.75  0.09
H: -4.21 0.05 -4.58  0.09
H: -2.80 1.12 -4.34  0.11
H: -4.42 1.68 -3.92  0.10
H: -3.54 -2.49 -1.48  0.09
H: -3.15 -1.23 -0.31  0.06
H: -1.89 -2.31 -0.87  0.10
C: -2.60 -0.07 1.76  -0.06
C: -2.12 -1.15 2.75  -0.35
C: -1.69 -2.44 2.04  -0.06
C: -1.07 -0.63 3.72  -0.14
C: -1.33 -0.82 5.07  -0.05
C: -0.47 -0.37 6.05  -0.08
C: 0.66 0.33 5.67  -0.05
C: 0.98 0.55 4.33  -0.13
C: 2.21 1.41 4.07  -0.35
C: 1.79 2.71 3.37  -0.06
C: 3.37 0.67 3.39  -0.04
C: 0.13 0.01 3.32  -0.18
N: 0.49 0.08 1.95  -0.06
H: -3.57 -0.34 1.34  0.07
H: -1.88 0.06 0.96  0.04
H: -2.71 0.89 2.27  0.09
H: -2.99 -1.40 3.37  0.12
H: -0.87 -2.26 1.35  0.01
H: -2.53 -2.88 1.48  0.08
H: -1.36 -3.18 2.77  0.09
H: -2.25 -1.34 5.35  0.11
H: -0.69 -0.55 7.10  0.10
H: 1.32 0.73 6.43  0.11
H: 2.58 1.69 5.06  0.12
H: 1.23 2.50 2.47  0.04
H: 2.67 3.32 3.11  0.08
H: 1.16 3.30 4.04  0.08
H: 3.10 0.26 2.43  0.03
H: 3.70 -0.17 4.02  0.09
H: 4.22 1.34 3.24  0.08

Summary:
gap between HOMO and LUMO (spin up / spin down)	0.260 / 0.249	Eh
highest occupied orbital energy (spin up / spin down)	-7.682 / -7.774	eV
LUMO level (spin up / spin down)	-0.6169 / -0.9867	eV
multiplicity	2
DFT total energy	-5434.9580	hartree
expectation value of S²	0.80

Entry 3:
Below is C40H39GeN4O2Re as an isolated structure, with properties calculated with wB97M-V/def2-TZVPD.

Last column: Löwdin charge in e.
Positions of all 87 atoms, in Å:
Re: 0.23 -0.48 1.60  1.30
N: 2.20 -0.43 0.78  -0.01
C: 3.00 -1.55 1.40  -0.25
C: 4.36 -1.03 1.91  -0.13
C: 5.03 -1.78 3.07  -0.15
C: 5.20 -3.30 2.99  -0.14
N: 5.73 -3.79 1.71  0.10
C: 5.16 -4.73 0.95  -0.43
N: 3.88 -5.05 1.09  0.23
N: 5.89 -5.34 0.02  0.21
C: 2.12 -2.17 2.50  -0.63
O: 2.11 -3.38 2.66  0.06
O: 1.41 -1.30 3.15  -0.14
H: 2.19 -0.51 -0.24  0.12
H: 2.63 0.47 0.99  0.11
H: 3.14 -2.31 0.64  0.14
H: 4.22 -0.01 2.26  0.12
H: 5.03 -0.97 1.05  0.12
H: 4.48 -1.59 3.99  0.13
H: 6.01 -1.32 3.21  0.12
H: 4.27 -3.81 3.19  0.10
H: 5.89 -3.61 3.78  0.14
H: 6.70 -3.59 1.50  0.16
H: 3.23 -4.53 1.70  0.08
H: 3.51 -5.85 0.61  0.14
H: 6.89 -5.27 0.01  0.13
H: 5.48 -6.01 -0.62  0.13
C: -0.33 1.39 1.44  -0.12
C: -0.78 2.54 1.38  -0.07
C: -1.38 3.77 1.31  -0.08
C: -2.68 3.88 0.67  -0.17
C: -3.07 5.07 0.03  -0.01
C: -4.31 5.16 -0.57  -0.05
C: -5.18 4.08 -0.54  -0.04
C: -4.80 2.89 0.08  -0.06
C: -3.55 2.78 0.67  -0.01
C: -0.72 4.92 1.90  -0.18
C: 0.68 4.98 1.95  -0.01
C: 1.31 6.06 2.52  -0.05
C: 0.56 7.10 3.07  -0.04
C: -0.83 7.04 3.05  -0.04
C: -1.47 5.97 2.46  -0.01
H: -2.38 5.91 -0.01  0.13
H: -4.60 6.07 -1.07  0.12
H: -6.15 4.16 -1.00  0.12
H: -5.48 2.05 0.11  0.12
H: -3.26 1.87 1.16  0.12
H: 1.25 4.17 1.51  0.11
H: 2.39 6.12 2.53  0.11
H: 1.05 7.94 3.52  0.12
H: -1.41 7.83 3.50  0.12
H: -2.55 5.91 2.47  0.13
C: -0.62 -0.91 0.17  -0.33
Ge: -1.60 -1.20 -1.52  0.95
C: -3.30 -2.01 -1.08  -0.29
C: -3.29 -3.09 -0.20  -0.12
C: -4.47 -3.74 0.13  -0.07
C: -5.67 -3.32 -0.43  -0.07
C: -5.69 -2.25 -1.32  -0.07
C: -4.51 -1.60 -1.64  -0.10
C: -1.57 0.58 -2.30  -0.28
C: -0.32 1.06 -2.70  -0.12
C: -0.19 2.33 -3.23  -0.07
C: -1.31 3.14 -3.38  -0.07
C: -2.56 2.67 -2.99  -0.07
C: -2.68 1.40 -2.45  -0.10
C: -0.38 -2.37 -2.49  -0.29
C: -0.57 -2.58 -3.85  -0.09
C: 0.30 -3.39 -4.57  -0.06
C: 1.37 -4.00 -3.93  -0.07
C: 1.57 -3.80 -2.57  -0.10
C: 0.70 -2.99 -1.86  -0.13
H: -2.36 -3.43 0.24  0.10
H: -4.46 -4.57 0.82  0.11
H: -6.59 -3.82 -0.17  0.11
H: -6.62 -1.94 -1.77  0.11
H: -4.54 -0.79 -2.36  0.09
H: 0.56 0.42 -2.63  0.10
H: 0.78 2.69 -3.55  0.11
H: -1.22 4.13 -3.81  0.11
H: -3.44 3.29 -3.12  0.11
H: -3.66 1.06 -2.13  0.08
H: -1.39 -2.11 -4.37  0.11
H: 0.14 -3.55 -5.63  0.11
H: 2.05 -4.63 -4.49  0.11
H: 2.40 -4.28 -2.07  0.09
H: 0.85 -2.86 -0.79  0.07

Summary:
gap between HOMO and LUMO	0.238	Eh
highest occupied orbital energy	-12.986	eV
LUMO level	-6.5120	eV
multiplicity	1
ΔE to the lowest compared entry with this formula, charge and spin	28.2	kcal/mol
DFT total energy	-4071.7791	hartree
total charge	+2

Entry 4:
Below is C40H40Cl2N9O2S2SeV as an isolated structure, with properties calculated with wB97M-V/def2-TZVPD.

Last column: Löwdin charge in e.
Positions of all 97 atoms, in Å:
V: -0.12 -0.11 -0.60  0.86
C: 0.05 4.55 -3.77  -0.11
C: -1.03 3.73 -3.45  -0.11
C: -0.82 2.44 -2.98  -0.09
C: 0.48 1.96 -2.79  -0.30
C: 1.55 2.78 -3.13  -0.04
C: 1.34 4.06 -3.62  -0.09
N: 0.69 0.70 -2.20  -0.06
C: 1.59 -0.19 -2.77  -0.25
C: 1.93 -0.23 -4.13  -0.02
C: 2.81 -1.20 -4.58  -0.09
C: 3.37 -2.14 -3.72  -0.11
C: 3.04 -2.13 -2.37  -0.03
C: 2.15 -1.16 -1.91  -0.24
N: 1.64 -1.05 -0.64  -0.12
N: 2.18 -1.63 0.39  0.10
C: 1.51 -1.25 1.53  -0.35
C: 1.96 -1.72 2.77  -0.02
C: 1.37 -1.24 3.91  -0.05
C: 0.35 -0.30 3.82  -0.04
C: -0.09 0.08 2.58  -0.13
N: 0.48 -0.37 1.44  0.00
H: -0.12 5.55 -4.15  0.09
H: -2.04 4.09 -3.59  0.10
H: -1.65 1.79 -2.76  0.08
H: 2.56 2.41 -3.00  0.12
H: 2.19 4.69 -3.87  0.10
H: 1.46 0.45 -4.82  0.11
H: 3.03 -1.25 -5.64  0.10
H: 4.04 -2.90 -4.10  0.09
H: 3.43 -2.86 -1.68  0.10
H: 2.77 -2.44 2.78  0.11
H: 1.71 -1.58 4.88  0.11
H: -0.12 0.12 4.71  0.09
H: -0.91 0.78 2.46  0.07
Cl: 1.21 3.00 0.57  0.59
C: -0.43 3.53 0.25  -0.91
Cl: -1.57 2.17 0.15  0.66
H: -0.45 4.02 -0.72  0.02
H: -0.76 4.17 1.05  0.03
C: -0.55 -3.37 -2.50  0.01
C: -0.99 -3.36 -1.08  -0.37
N: -0.60 -2.53 -0.13  0.06
C: -1.22 -2.94 1.03  -0.14
C: -1.98 -4.04 0.78  -0.08
N: -1.82 -4.29 -0.56  0.11
H: -0.09 -2.41 -2.76  0.06
H: -1.38 -3.53 -3.18  0.07
H: 0.20 -4.15 -2.67  0.09
H: -1.15 -2.40 1.96  0.07
H: -2.64 -4.61 1.41  0.11
H: -2.26 -5.02 -1.10  0.16
C: -0.78 1.59 8.05  -0.07
C: -1.52 0.98 6.88  -0.31
C: -1.67 -0.40 6.76  -0.06
C: -2.36 -0.98 5.70  -0.34
C: -2.42 -2.48 5.61  -0.12
C: -2.93 -0.17 4.69  -0.64
Se: -3.79 -0.95 3.19  0.51
C: -2.81 1.23 4.83  -0.33
C: -3.42 2.16 3.82  -0.11
C: -2.10 1.77 5.90  -0.05
H: -0.23 0.83 8.60  0.06
H: -1.47 2.08 8.75  0.07
H: -0.07 2.35 7.71  0.07
H: -1.23 -1.05 7.51  0.10
H: -1.89 -2.94 6.44  0.06
H: -1.99 -2.82 4.66  0.05
H: -3.46 -2.82 5.60  0.06
H: -3.28 1.79 2.81  0.01
H: -3.00 3.17 3.92  0.06
H: -4.51 2.22 3.97  0.08
H: -2.01 2.85 5.97  0.11
N: -6.18 3.06 -6.65  0.08
C: -5.22 2.11 -6.30  -0.33
C: -3.92 2.51 -5.97  -0.03
C: -2.96 1.57 -5.65  -0.06
C: -3.27 0.22 -5.66  -0.30
C: -4.55 -0.19 -6.00  -0.07
C: -5.52 0.75 -6.32  -0.04
S: -2.02 -0.96 -5.22  0.54
O: -0.89 -0.72 -6.07  -0.31
O: -2.66 -2.26 -5.28  -0.37
N: -1.60 -0.57 -3.73  -0.11
C: -2.40 -0.82 -2.71  -0.70
S: -3.99 -1.57 -2.75  1.05
C: -4.13 -1.42 -1.03  -0.39
C: -3.02 -0.88 -0.52  -0.30
N: -2.05 -0.53 -1.45  -0.11
H: -6.02 3.97 -6.25  0.08
H: -7.13 2.76 -6.50  0.08
H: -3.67 3.57 -5.96  0.11
H: -1.95 1.88 -5.40  0.10
H: -4.78 -1.25 -6.00  0.11
H: -6.52 0.43 -6.59  0.11
H: -5.00 -1.76 -0.48  0.07
H: -2.85 -0.72 0.54  0.02

Summary:
gap between HOMO and LUMO (spin up / spin down)	0.213 / 0.184	Eh
highest occupied orbital energy (spin up / spin down)	-3.693 / -3.693	eV
LUMO level (spin up / spin down)	2.1110 / 1.3110	eV
multiplicity	4
ΔE to the lowest compared entry with this formula, charge and spin	0.0	kcal/mol
DFT total energy	-7253.9090	hartree
expectation value of S²	3.80
total charge	-1

Entry 5:
Below is C40H40EuN2OP as an isolated structure, with properties calculated with wB97M-V/def2-TZVPD.

Last column: Löwdin charge in e.
Positions of all 85 atoms, in Å:
C: -0.53 2.32 -1.04  -0.20
C: -0.73 1.34 -2.06  -0.12
C: -2.08 0.92 -2.00  -0.18
H: -0.01 1.07 -2.82  0.09
C: -2.74 1.64 -0.96  -0.29
C: -1.79 2.55 -0.39  -0.31
H: -3.79 1.54 -0.68  0.07
C: 2.65 -1.54 -1.30  -0.17
C: 2.09 -0.85 -2.42  -0.18
C: 1.07 -1.66 -2.97  -0.15
H: 2.38 0.13 -2.77  0.06
C: 0.88 -2.77 -2.10  -0.30
C: 1.97 -2.77 -1.16  -0.13
H: -2.57 0.24 -2.71  0.09
H: -1.98 3.26 0.41  0.08
H: 0.39 2.86 -0.84  0.07
H: 2.21 -3.55 -0.44  0.07
H: 0.45 -1.44 -3.84  0.08
H: 3.46 -1.16 -0.68  0.06
Eu: -1.32 0.35 0.94  1.86
C: -0.48 -3.42 -1.87  -0.49
C: -0.38 -4.73 -1.09  -0.06
C: -1.25 -3.68 -3.16  -0.06
H: 0.31 -5.42 -1.59  0.10
H: -1.37 -5.23 -1.05  0.06
H: -0.03 -4.59 -0.07  0.08
H: -0.61 -4.25 -3.85  0.10
H: -1.58 -2.76 -3.67  0.07
H: -2.15 -4.28 -2.97  0.06
C: -1.18 -2.28 -1.00  -0.06
C: -2.43 -2.36 -0.15  -0.37
H: -1.36 -1.46 -1.73  0.12
H: -0.41 -1.93 -0.29  0.10
O: -2.48 -1.50 0.81  -0.22
N: -3.53 -3.02 -0.52  0.08
C: -4.90 -2.39 -0.51  -0.09
H: -3.47 -4.04 -0.49  0.16
C: -5.13 -1.57 -1.77  -0.21
C: -5.80 -0.33 -1.84  -0.05
H: -6.20 0.13 -0.93  0.11
C: -6.00 0.29 -3.09  -0.08
H: -6.50 1.26 -3.14  0.11
C: -5.54 -0.31 -4.26  -0.08
H: -5.66 0.20 -5.22  0.11
C: -4.85 -1.52 -4.19  -0.07
H: -4.43 -1.98 -5.08  0.11
C: -4.66 -2.14 -2.95  -0.06
H: -4.17 -3.12 -2.91  0.10
H: -5.01 -1.79 0.40  0.11
H: -5.59 -3.25 -0.46  0.13
N: 0.81 0.50 1.27  -0.45
P: 1.94 1.35 1.99  0.75
C: 1.53 3.09 2.36  -0.28
C: 2.48 4.13 2.23  -0.08
C: 2.11 5.46 2.50  -0.07
C: 0.81 5.77 2.89  -0.08
C: -0.14 4.74 3.04  -0.09
C: 0.23 3.41 2.79  -0.11
C: 2.38 0.61 3.59  -0.30
C: 3.25 1.25 4.50  -0.08
C: 3.52 0.66 5.74  -0.08
C: 2.90 -0.55 6.08  -0.09
C: 2.02 -1.18 5.19  -0.08
C: 1.77 -0.60 3.94  -0.09
C: 3.45 1.46 0.99  -0.30
C: 4.64 0.82 1.39  -0.08
C: 5.78 0.90 0.57  -0.08
C: 5.72 1.56 -0.66  -0.07
C: 4.52 2.17 -1.07  -0.07
C: 3.40 2.14 -0.24  -0.09
H: 3.50 3.93 1.91  0.11
H: 2.85 6.26 2.37  0.11
H: 0.52 6.81 3.07  0.11
H: -1.16 4.98 3.33  0.10
H: -0.53 2.62 2.93  0.08
H: 3.72 2.20 4.25  0.11
H: 4.20 1.14 6.44  0.10
H: 3.10 -1.01 7.06  0.10
H: 1.53 -2.12 5.47  0.10
H: 1.10 -1.08 3.23  0.08
H: 4.68 0.27 2.33  0.10
H: 6.70 0.41 0.89  0.10
H: 6.59 1.59 -1.31  0.10
H: 4.46 2.66 -2.04  0.11
H: 2.48 2.62 -0.57  0.09

Summary:
gap between HOMO and LUMO (spin up / spin down)	0.135 / 0.149	Eh
highest occupied orbital energy (spin up / spin down)	-5.040 / -5.041	eV
LUMO level (spin up / spin down)	-1.3723 / -0.9933	eV
multiplicity	7
ΔE to the lowest compared entry with this formula, charge and spin	19.1	kcal/mol
DFT total energy	-2784.5155	hartree
expectation value of S²	12.04